1.
Computed, not measured: C39H48GeN8O2S2Ti as an isolated structure, with ωB97M-V/def2-TZVPD.

Positions of all 101 atoms, in Å:
1 Ti -8.297 15.712 14.788
2 C -6.944 20.352 15.785
3 N -6.135 19.365 15.081
4 C -4.695 19.627 14.922
5 C -4.123 18.258 14.575
6 N -5.299 17.400 14.573
7 C -5.075 16.002 14.294
8 C -6.396 18.086 14.830
9 N -7.602 17.538 14.793
10 C -8.874 18.294 14.826
11 C -10.034 17.513 14.208
12 N -10.186 16.217 14.924
13 C -11.300 15.447 14.867
14 N -11.294 14.240 15.420
15 C -10.592 13.871 16.636
16 C -12.537 13.522 15.146
17 C -13.386 14.565 14.435
18 N -12.463 15.713 14.282
19 C -13.055 16.971 13.796
20 H -6.244 21.033 16.259
21 H -7.531 19.910 16.588
22 H -7.582 20.935 15.125
23 H -4.304 20.014 15.863
24 H -4.532 20.369 14.134
25 H -3.405 17.898 15.319
26 H -3.666 18.261 13.584
27 H -4.285 15.648 14.961
28 H -4.814 15.834 13.240
29 H -5.931 15.350 14.532
30 H -8.766 19.214 14.241
31 H -9.127 18.559 15.866
32 H -9.863 17.370 13.121
33 H -10.916 18.152 14.323
34 H -9.654 14.411 16.756
35 H -10.343 12.808 16.620
36 H -11.223 14.087 17.510
37 H -12.973 13.207 16.096
38 H -12.338 12.627 14.537
39 H -14.252 14.894 15.010
40 H -13.720 14.229 13.457
41 H -14.096 16.752 13.580
42 H -12.591 17.351 12.884
43 H -13.044 17.734 14.572
44 O -7.282 12.180 10.648
45 C -7.879 11.521 11.663
46 C -8.073 10.152 11.499
47 C -8.687 9.414 12.478
48 C -9.139 10.022 13.660
49 C -8.927 11.370 13.839
50 C -8.279 12.134 12.850
51 C -8.055 13.534 13.050
52 O -8.326 13.956 14.293
53 N -7.637 14.338 12.152
54 N -7.621 15.680 12.542
55 C -7.030 16.403 11.626
56 S -6.994 18.156 11.684
57 C -6.458 18.347 9.958
58 C -5.481 17.224 9.651
59 S -6.216 15.680 10.271
60 H -7.250 13.130 10.883
61 H -7.727 9.696 10.583
62 H -8.845 8.364 12.301
63 H -9.619 9.441 14.430
64 H -9.258 11.845 14.751
65 H -5.988 19.326 9.888
66 H -7.330 18.329 9.309
67 H -4.516 17.391 10.132
68 H -5.336 17.118 8.577
69 C -8.434 16.811 18.137
70 Ge -7.315 15.503 17.132
71 C -7.568 13.800 18.093
72 C -7.515 13.789 19.496
73 C -7.724 12.609 20.215
74 C -8.001 11.426 19.540
75 C -8.020 11.410 18.150
76 C -7.795 12.586 17.443
77 C -5.443 16.066 17.450
78 C -5.155 17.368 17.763
79 C -3.834 17.804 18.092
80 C -2.827 16.889 18.179
81 C -3.072 15.519 17.899
82 C -2.045 14.547 18.026
83 C -2.289 13.235 17.746
84 C -3.557 12.842 17.249
85 C -4.552 13.762 17.098
86 C -4.359 15.115 17.481
87 H -8.222 16.639 19.187
88 H -9.502 16.667 17.974
89 H -8.181 17.844 17.904
90 H -7.304 14.684 20.069
91 H -7.691 12.622 21.296
92 H -8.182 10.515 20.094
93 H -8.193 10.482 17.615
94 H -7.793 12.523 16.356
95 H -5.934 18.119 17.795
96 H -3.660 18.845 18.339
97 H -1.837 17.194 18.474
98 H -1.055 14.850 18.356
99 H -1.507 12.499 17.879
100 H -3.730 11.812 16.974
101 H -5.505 13.423 16.719

Results
largest force on an atom = 1.20 eV/A
E_HOMO (alpha / beta) = -12.37 / -12.37 eV
DFT total energy = -5825.825885 hartree
Kohn-Sham gap (alpha / beta) = 6.8 / 6.8 eV
charge = +2

=====

2.
Computed, not measured: an isolated ion of composition C3H5NOP and charge -1, with ωB97M-V/def2-TZVPD.

Positions of all 11 atoms, in Å:
1 C -0.025 0.504 1.073
2 C 0.889 -0.531 0.482
3 C -1.468 0.168 -1.125
4 N 0.452 -1.208 -0.734
5 O 0.183 -2.436 -0.549
6 P -1.496 0.991 0.415
7 H 0.356 1.026 1.948
8 H 1.836 -0.035 0.212
9 H 1.109 -1.278 1.269
10 H -0.813 0.609 -1.865
11 H -2.433 -0.126 -1.525

Results
largest force on an atom = 1.96 eV/A
E_HOMO (alpha / beta) = -1.97 / -1.97 eV
DFT total energy = -588.516633 hartree
Kohn-Sham gap (alpha / beta) = 6.5 / 6.5 eV
charge = -1

=====

3.
Computed, not measured: C16H15ClHfSe as an isolated structure, with ωB97M-V/def2-TZVPD.

Positions of all 34 atoms, in Å:
1 C -3.040 -1.068 -0.946
2 C -1.906 -1.270 -1.831
3 C -1.359 0.006 -2.130
4 H -1.632 -2.231 -2.262
5 C -2.074 1.020 -1.399
6 C -3.157 0.358 -0.717
7 H -4.020 0.884 -0.281
8 H -3.790 -1.820 -0.669
9 H -0.630 0.222 -2.889
10 H -1.978 2.105 -1.512
11 Hf -1.184 -0.459 0.377
12 Cl 0.441 -2.117 0.288
13 C 3.493 0.170 -1.284
14 C 2.926 1.390 -1.797
15 C 2.204 1.074 -2.973
16 H 2.960 2.351 -1.301
17 C 2.310 -0.339 -3.200
18 C 3.096 -0.896 -2.174
19 H 3.320 -1.956 -2.012
20 H 4.136 0.081 -0.403
21 H 1.654 1.782 -3.595
22 H 1.877 -0.889 -4.036
23 Se 0.046 1.778 0.325
24 C -0.206 1.015 2.048
25 C -1.514 0.527 2.443
26 C -1.572 -0.517 3.433
27 C -0.408 -0.866 4.092
28 C 0.829 -0.298 3.760
29 C 0.935 0.684 2.803
30 H -2.365 1.225 2.316
31 H -2.538 -0.928 3.744
32 H -0.453 -1.579 4.909
33 H 1.726 -0.638 4.285
34 H 1.872 1.200 2.585

Results
largest force on an atom = 2.31 eV/A
E_HOMO (alpha / beta) = -5.16 / -5.16 eV
DFT total energy = -3528.231695 hartree
Kohn-Sham gap (alpha / beta) = 3.0 / 3.0 eV

=====

4.
Computed, not measured: C31H45CaCl5GeN4OS2SeSi2 as an isolated structure, with ωB97M-V/def2-TZVPD.

Positions of all 93 atoms, in Å:
1 Ca 0.391 0.937 1.167
2 C 4.007 -1.794 1.623
3 C 2.891 -0.889 1.143
4 N 1.704 -0.861 1.849
5 N 1.710 -1.676 2.900
6 C 0.740 -2.020 3.635
7 N 0.972 -2.982 4.661
8 S -0.976 -1.425 3.636
9 C 3.063 -0.128 0.009
10 C 4.324 -0.059 -0.696
11 C 4.483 0.723 -1.788
12 C 3.393 1.517 -2.238
13 C 2.218 1.418 -1.528
14 N 1.991 0.634 -0.487
15 H 4.735 -1.241 2.221
16 H 4.524 -2.259 0.783
17 H 3.589 -2.576 2.253
18 H 1.968 -3.022 4.859
19 H 0.465 -2.720 5.500
20 H 5.164 -0.631 -0.322
21 H 5.435 0.769 -2.309
22 H 3.498 2.182 -3.085
23 H 1.357 1.991 -1.864
24 C -3.318 1.976 -0.077
25 Si -2.452 0.599 1.011
26 C -3.370 1.000 2.694
27 C -3.594 -0.965 0.684
28 C -4.790 -0.810 -0.018
29 C -5.718 -1.824 -0.157
30 C -5.463 -3.060 0.411
31 C -4.273 -3.248 1.087
32 C -3.333 -2.230 1.237
33 Si -1.707 -2.730 2.074
34 C -1.970 -4.391 3.031
35 C -0.410 -3.053 0.709
36 H -4.246 2.349 0.361
37 H -3.533 1.646 -1.090
38 H -2.647 2.824 -0.179
39 H -3.552 2.067 2.795
40 H -2.769 0.689 3.544
41 H -4.335 0.498 2.769
42 H -5.007 0.152 -0.459
43 H -6.645 -1.651 -0.694
44 H -6.182 -3.869 0.325
45 H -4.068 -4.221 1.511
46 H -2.021 -5.253 2.369
47 H -2.885 -4.361 3.617
48 H -1.147 -4.538 3.727
49 H 0.165 -3.956 0.905
50 H 0.282 -2.215 0.648
51 H -0.886 -3.160 -0.262
52 C -0.536 -3.291 -4.683
53 Ge 1.011 -2.037 -4.715
54 C 2.535 -2.957 -3.849
55 C 1.455 -1.697 -6.648
56 C 0.671 -0.328 -3.770
57 Se -0.227 -0.532 -2.021
58 C -2.051 -0.673 -2.749
59 H -0.246 -4.266 -5.065
60 H -1.365 -2.924 -5.283
61 H -0.871 -3.404 -3.657
62 H 2.672 -3.963 -4.237
63 H 2.343 -3.016 -2.782
64 H 3.457 -2.403 -3.988
65 H 1.640 -2.637 -7.161
66 H 2.343 -1.080 -6.744
67 H 0.636 -1.193 -7.154
68 H 0.098 0.388 -4.357
69 H 1.639 0.114 -3.531
70 H -2.102 -1.339 -3.608
71 H -2.379 0.325 -3.029
72 H -2.676 -1.048 -1.942
73 C 1.454 4.836 -1.282
74 S 0.249 3.672 -0.474
75 C -0.667 5.024 0.372
76 O -0.648 3.285 -1.568
77 H 0.908 5.485 -1.959
78 H 2.172 4.229 -1.824
79 H 1.958 5.409 -0.514
80 H -0.024 5.474 1.120
81 H -1.521 4.557 0.849
82 H -0.998 5.753 -0.361
83 Cl 3.273 2.279 1.839
84 C 2.234 3.225 2.842
85 C 0.858 3.087 2.660
86 C 0.114 3.918 3.489
87 Cl -1.618 3.859 3.393
88 C 0.653 4.817 4.422
89 Cl -0.361 5.829 5.399
90 C 2.028 4.883 4.575
91 Cl 2.727 5.950 5.745
92 C 2.832 4.083 3.777
93 Cl 4.554 4.156 3.979

Results
largest force on an atom = 2.39 eV/A
E_HOMO = 0.53 eV
DFT total energy = -10334.843964 hartree
Kohn-Sham gap = 3.4 eV
charge = -2